# 1
C25H37IN4O7P2S | ωB97M-V/def2-TZVPD

Cartesian coordinates (Å):
C1 0.1506 -6.0162 0.9889
C2 -1.3966 -6.2340 0.9374
C3 -2.1037 -5.4242 -0.1913
C4 -3.3352 -4.6131 0.2780
C5 -3.0741 -3.5913 1.4189
C6 -2.8095 -2.1313 0.9438
C7 -1.8832 -1.9910 -0.2902
C8 -1.1722 -0.6294 -0.3417
C9 -1.8495 0.4294 -1.0688
P1 -3.4930 0.3302 -1.9374
N1 -3.0866 -0.2261 -3.5490
O1 -4.4658 -0.8657 -1.3000
C10 -1.2271 1.6469 -1.1699
C11 -1.8676 2.7994 -1.9465
C12 -2.5422 3.8777 -1.0415
C13 -3.7721 4.5299 -1.6916
I1 -2.9573 3.1851 0.9881
C14 0.0413 1.8939 -0.5645
N2 0.5484 3.1509 -0.7012
C15 1.7057 3.2786 -0.1168
N3 2.3300 4.5903 -0.1573
C16 1.3048 5.6280 0.1017
C17 2.9430 4.8137 -1.4368
C18 4.2236 4.0147 -1.7302
O2 2.5491 5.6044 -2.2561
C19 2.4016 2.2240 0.5600
C20 3.7792 2.4975 1.1811
C21 3.8955 1.6373 2.4517
O3 3.0505 1.5664 3.2995
O4 5.0934 0.9269 2.6123
C22 4.9546 -0.4584 2.3798
C23 5.1423 -0.9092 0.9311
O5 4.7355 -1.2444 3.2512
N4 1.9120 1.0191 0.6832
C24 0.6800 0.8601 0.1175
C25 0.0614 -0.4296 0.2491
P2 0.9378 -1.7725 1.1433
O6 -0.1048 -2.7652 1.9145
O7 1.8829 -1.1660 2.3214
S1 1.9620 -2.8596 -0.0788
H1 0.5140 -5.5508 0.0644
H2 0.4614 -5.4380 1.8663
H3 0.6631 -6.9883 1.0719
H4 -1.5207 -7.3049 0.7142
H5 -1.8297 -6.0506 1.9301
H6 -2.4809 -6.1684 -0.9142
H7 -1.3546 -4.8323 -0.7341
H8 -4.0726 -5.3539 0.6240
H9 -3.7477 -4.0592 -0.5817
H10 -2.3155 -3.9354 2.1340
H11 -4.0092 -3.5446 2.0055
H12 -3.7690 -1.6153 0.8409
H13 -2.2838 -1.6291 1.7736
H14 -1.0776 -2.7392 -0.2720
H15 -2.4416 -2.1785 -1.2143
H16 -3.7225 -0.9530 -3.8595
H17 -2.1209 -0.5446 -3.5456
H18 -4.4934 -1.6602 -1.8507
H19 -1.0149 3.3102 -2.4239
H20 -2.5050 2.4501 -2.7634
H21 -1.7988 4.6711 -0.8922
H22 -3.4220 5.0318 -2.6092
H23 -4.4935 3.7534 -1.9758
H24 -4.2057 5.2684 -1.0075
H25 1.7872 6.5987 0.2702
H26 0.6615 5.3487 0.9433
H27 0.6392 5.7714 -0.7632
H28 5.0151 4.4506 -1.1036
H29 4.1269 2.9550 -1.4672
H30 4.4633 4.1411 -2.7876
H31 3.8694 3.5689 1.3837
H32 4.5446 2.1411 0.4777
H33 4.2437 -0.7627 0.3188
H34 5.9807 -0.3263 0.5156
H35 5.4617 -1.9553 0.9360
H36 -0.2088 -2.4236 2.8178
H37 1.3118 -0.6238 2.8946

Forces on the atoms, in the same order (eV/Å):
-0.27 -0.50 0.17
0.75 -0.21 -0.42
-0.24 -0.52 0.19
0.72 0.10 0.26
-0.86 0.19 -0.22
0.68 -0.40 0.82
0.57 0.13 0.27
-1.11 -0.53 -0.48
1.19 -1.18 0.03
-1.49 1.15 -0.02
0.59 -0.08 1.41
0.58 0.04 -0.57
-0.84 0.48 -0.75
0.90 0.24 0.35
0.23 0.33 -0.52
0.44 -0.51 0.12
-0.11 0.24 -0.36
-1.17 0.03 -0.64
0.97 -1.16 0.87
0.77 0.69 -0.03
-0.98 0.34 -0.60
-0.47 0.51 -0.34
0.97 -0.63 -0.75
-0.55 0.22 0.47
-0.19 0.20 0.74
0.67 0.26 0.43
-0.45 -1.15 0.03
-0.38 0.11 1.03
0.48 0.22 -0.77
-0.56 0.16 -0.74
-0.38 -1.72 -0.28
0.98 0.74 0.36
0.32 1.10 -0.07
-0.43 1.16 -0.82
0.44 -1.08 0.62
-0.76 0.34 0.50
1.45 -1.33 -0.98
0.48 1.48 0.34
-1.78 -0.27 -0.32
-0.11 0.46 0.04
-0.03 0.07 0.38
-0.04 0.15 -0.41
-0.15 0.28 0.00
-0.30 0.32 0.22
-0.01 -0.01 -0.32
0.14 0.37 0.04
-0.28 0.10 0.23
0.05 0.33 -0.19
-0.13 -0.33 0.22
0.02 0.03 -0.47
0.33 0.02 -0.08
0.33 -0.03 -0.39
-0.33 -0.03 -0.21
-0.45 0.01 0.11
0.23 0.19 0.14
0.14 0.08 -0.25
-0.19 -0.33 -0.41
0.12 -0.12 0.28
-0.41 -0.05 -0.01
-0.11 0.10 0.41
-0.17 -0.36 0.32
-0.19 -0.08 0.26
-0.01 0.32 0.18
-0.05 -0.20 -0.31
0.01 -0.38 0.16
0.47 0.00 0.00
0.25 -0.16 0.19
-0.10 -0.18 -0.21
0.03 0.24 -0.17
-0.02 -0.09 0.24
0.24 -0.29 0.07
-0.05 0.42 0.23
0.10 -0.07 0.29
-0.39 -0.06 -0.09
-0.45 0.17 0.01
-0.29 -0.38 0.00
0.65 0.31 0.18

Results
LUMO energy, eV: -1.1
Frontier orbital gap, eV: 7.3738


# 2
C25H37MnN9O6PSe | ωB97M-V/def2-TZVPD

Cartesian coordinates (Å):
Mn1 0.3787 -0.4470 -0.6050
O1 -1.0814 -1.2248 0.3177
C1 -1.8904 -0.8846 -0.6381
O2 -1.3219 -0.4927 -1.6909
C2 -3.3391 -0.9079 -0.4231
C3 -4.1306 0.0959 -0.9768
C4 -5.4764 0.1536 -0.6666
C5 -6.0088 -0.8134 0.1682
C6 -5.2458 -1.8420 0.6957
C7 -3.8936 -1.8764 0.4144
N1 -7.4491 -0.7341 0.5306
O3 -8.0317 0.2735 0.1984
O4 -7.9076 -1.6815 1.1279
H1 -3.6843 0.8383 -1.6262
H2 -6.1158 0.9320 -1.0572
H3 -5.7146 -2.5874 1.3215
H4 -3.2683 -2.6553 0.8297
C8 1.8322 -4.0331 -4.7664
N2 1.6050 -3.0489 -3.7168
C9 2.1154 -1.6932 -3.8193
C10 1.6632 -1.1374 -2.5024
O5 1.7356 0.0174 -2.0279
N3 1.0525 -2.0845 -1.7768
C11 1.0052 -3.2153 -2.5441
N4 0.4209 -4.3216 -2.1303
H5 1.6688 -3.5676 -5.7363
H6 1.1386 -4.8659 -4.6793
H7 2.8530 -4.4144 -4.7263
H8 1.6738 -1.1500 -4.6585
H9 3.2035 -1.6611 -3.9248
H10 -0.0219 -4.3486 -1.2278
H11 0.3991 -5.1541 -2.6965
C12 -0.7136 5.1126 0.7498
N5 -0.9518 3.6809 0.5985
C13 -1.3800 2.9962 1.8140
P1 -0.3408 2.8688 -0.6947
O6 -0.1134 1.4273 -0.2719
N6 1.0882 3.4998 -1.2308
C14 1.1684 4.6150 -2.1693
C15 2.2854 3.3023 -0.4241
N7 -1.3949 2.9934 -1.9421
C16 -1.0231 2.3954 -3.2221
C17 -2.6143 3.7891 -1.9454
H12 -1.6336 5.6101 1.0620
H13 -0.3926 5.5558 -0.1907
H14 0.0441 5.3076 1.5140
H15 -2.3378 3.4005 2.1471
H16 -0.6543 3.1409 2.6207
H17 -1.4984 1.9327 1.6248
H18 0.1858 4.8571 -2.5675
H19 1.8280 4.3545 -3.0002
H20 1.5793 5.5035 -1.6833
H21 2.1330 2.4843 0.2795
H22 2.5454 4.2057 0.1349
H23 3.1295 3.0528 -1.0716
H24 -0.0316 1.9476 -3.1497
H25 -1.0132 3.1462 -4.0150
H26 -1.7343 1.6118 -3.4952
H27 -2.8777 4.0828 -0.9327
H28 -3.4355 3.2083 -2.3708
H29 -2.5002 4.6902 -2.5545
C18 0.9830 -1.2508 4.4615
N8 2.1657 -1.6928 3.7317
C19 2.4715 -1.4422 2.4499
Se1 1.6207 -0.1604 1.3583
N9 3.6355 -2.0591 2.1516
C20 4.1132 -2.7067 3.2643
C21 5.2729 -3.4416 3.4939
C22 5.4449 -3.9193 4.7722
C23 4.4915 -3.6896 5.7922
C24 3.3335 -2.9810 5.5668
C25 3.1586 -2.4786 4.2797
H30 0.2595 -0.8201 3.7756
H31 1.2607 -0.5079 5.2087
H32 0.5346 -2.1032 4.9682
H33 4.1186 -1.9787 1.2686
H34 6.0000 -3.6227 2.7144
H35 6.3341 -4.4883 5.0072
H36 4.6826 -4.0801 6.7825
H37 2.6087 -2.8180 6.3521

Forces on the atoms, in the same order (eV/Å):
0.33 1.32 -0.26
0.31 0.02 -0.17
-0.96 -0.17 0.01
0.80 0.08 0.54
0.12 -0.03 0.10
0.11 0.01 -0.15
-0.16 0.04 0.00
0.27 -0.02 -0.04
-0.13 -0.05 0.05
0.07 0.04 0.00
-0.01 -0.04 -0.06
0.02 -0.16 0.07
0.02 0.18 -0.07
0.00 0.00 0.01
-0.02 0.00 0.02
-0.02 0.01 0.01
-0.03 0.00 0.05
0.10 -0.20 -0.14
-0.04 0.03 0.12
0.09 0.29 -0.02
0.13 -1.02 -0.30
-0.85 0.15 0.35
0.22 0.65 0.28
-0.15 -0.08 -0.15
0.08 0.00 -0.03
-0.04 0.03 0.03
-0.04 0.04 0.02
-0.02 0.01 0.04
-0.01 0.01 0.02
0.00 -0.01 0.01
-0.02 0.01 0.03
-0.02 -0.02 0.02
-0.07 0.17 0.07
0.44 -0.72 -0.26
-0.18 0.09 0.05
-0.25 1.52 -0.53
0.77 -1.92 0.47
-0.56 -0.34 0.37
0.13 0.01 -0.19
0.15 0.04 -0.13
0.47 -0.15 0.33
-0.12 -0.09 -0.05
-0.16 0.11 -0.01
-0.01 -0.02 -0.06
-0.01 0.02 0.01
0.03 -0.03 -0.06
0.01 -0.02 0.00
0.01 0.00 -0.04
-0.03 -0.01 0.03
0.02 0.00 -0.01
-0.03 0.02 0.00
-0.07 -0.01 0.04
0.04 0.04 0.02
-0.04 -0.03 0.03
-0.01 -0.02 0.04
0.01 0.04 -0.05
0.04 0.02 0.03
-0.01 0.05 -0.02
-0.02 -0.02 -0.02
0.01 -0.02 0.04
0.05 -0.03 0.00
-0.21 0.18 0.25
0.09 -0.02 -0.24
0.00 -0.20 -0.42
-0.62 0.33 -0.06
-0.24 0.05 -0.03
-0.32 0.07 0.46
0.13 -0.05 0.03
-0.05 0.03 -0.08
-0.09 0.04 -0.01
-0.01 -0.08 0.15
0.47 -0.10 -0.36
0.03 -0.03 -0.03
0.08 -0.01 -0.06
0.01 -0.04 -0.09
-0.07 0.01 0.00
0.02 0.01 0.02
-0.01 0.00 0.01
0.00 -0.02 -0.02
0.02 0.02 0.01

Results
Net charge: +3
LUMO energy (alpha / beta), eV: -12.1 / -12.0
Frontier orbital gap (alpha / beta), eV: 3.9247 / 3.9775
Relative energy (zero: lowest compared OMol25 entry of this formula, charge and spin), kcal/mol: 0.0
2S+1: 2
<S²>: 0.783


# 3
C25H37N3OOsP2 | ωB97M-V/def2-TZVPD

Cartesian coordinates (Å):
C1 3.3428 -0.4176 -3.8592
C2 2.5892 0.3481 -2.9891
C3 1.3294 0.8180 -3.4669
C4 0.6409 0.0550 -4.4973
C5 1.3584 -0.9860 -5.1307
C6 2.7260 -1.0918 -4.9253
C7 -0.6895 0.4149 -4.7505
C8 -1.3432 1.3805 -3.9688
C9 -0.5344 2.0895 -2.9969
C10 -1.1743 2.9326 -2.0389
C11 -2.4158 3.4509 -2.3838
C12 -3.1864 2.8236 -3.3743
C13 -2.7131 1.7135 -4.0469
H1 4.4178 -0.4645 -3.6794
H2 0.8248 -1.6406 -5.8197
H3 3.3394 -1.7379 -5.5322
H4 -1.2422 -0.0874 -5.5254
H5 -2.7672 4.3394 -1.8595
H6 -4.1795 3.2070 -3.5634
H7 -3.3500 1.0985 -4.6780
N1 0.8087 1.9790 -3.0332
Os1 0.4496 -0.0495 0.9636
C14 3.0792 0.7467 -1.6115
H8 2.8797 1.8158 -1.4550
H9 4.1514 0.5243 -1.5234
C15 -0.4631 3.2897 -0.7403
H10 0.5760 3.5713 -0.9706
H11 -0.9737 4.1507 -0.2920
P1 2.3526 -0.1830 -0.1831
P2 -0.4189 1.9941 0.6223
C16 -2.0381 2.1846 1.4889
H12 -2.0490 1.5426 2.3807
H13 -2.1939 3.2223 1.8023
H14 -2.8604 1.8854 0.8289
C17 0.7285 2.7041 1.8658
H15 0.1755 3.4678 2.4335
H16 1.0587 1.9036 2.5547
H17 1.6016 3.1538 1.3704
C18 2.8127 -1.9183 -0.4915
H18 3.9008 -1.9978 -0.5554
H19 2.4220 -2.5234 0.3353
H20 2.3367 -2.2276 -1.4269
C19 3.3547 0.2496 1.2902
H21 2.9092 -0.1976 2.1929
H22 4.3437 -0.1917 1.1208
H23 3.4433 1.3358 1.4325
H24 0.3870 -1.1548 -0.1189
H25 -0.8720 -0.0805 0.0410
C20 -1.5769 -2.7331 0.6810
N2 -1.5215 -2.6888 2.1297
C21 -2.7413 -3.0299 2.8346
C22 -2.4037 -3.3125 4.2671
C23 -1.7469 -2.1166 4.8654
N3 -0.5960 -1.7742 4.0669
C24 0.2945 -0.7834 4.6662
C25 -0.5069 -2.0723 2.7595
O1 0.5751 -1.7154 2.1277
H26 -2.5480 -2.3640 0.3385
H27 -1.3895 -3.7508 0.3294
H28 -0.7913 -2.0960 0.2603
H29 -3.4568 -2.1965 2.7506
H30 -3.1867 -3.8814 2.3145
H31 -1.7258 -4.1660 4.3083
H32 -3.3121 -3.5658 4.8099
H33 -1.3815 -2.3210 5.8679
H34 -2.4300 -1.2613 4.9099
H35 -0.2349 0.1753 4.8378
H36 0.6473 -1.1925 5.6244
H37 1.1574 -0.5969 4.0144

Forces on the atoms, in the same order (eV/Å):
-0.19 0.14 0.64
0.45 0.70 0.23
-0.78 0.21 -1.16
0.18 0.46 1.09
0.50 -0.03 -0.48
-0.58 -0.11 -0.22
0.00 -0.05 0.33
0.73 0.19 0.84
0.17 -0.35 -1.18
0.38 0.75 0.15
0.63 -0.41 0.53
-0.19 -0.30 -0.39
-0.24 0.29 -0.25
-0.27 -0.54 -0.01
0.31 0.20 -0.03
-0.10 -0.18 -0.11
-0.13 -0.18 -0.24
-0.29 -0.42 0.07
-0.06 -0.16 -0.03
-0.03 0.36 -0.06
-0.38 -1.55 2.98
-1.48 -0.01 -0.04
0.01 0.61 -1.00
0.14 -0.24 0.17
-0.11 0.19 0.01
-0.01 0.06 -1.31
-0.18 -0.27 0.28
0.12 -0.19 0.17
2.41 -0.61 -0.11
-0.80 2.28 1.58
-0.03 -0.05 -0.37
0.08 0.14 -0.30
0.08 -0.08 -0.13
0.13 0.01 0.11
-0.01 1.04 0.24
0.40 0.03 -0.01
-0.14 0.63 -0.26
-0.20 -0.09 0.25
-0.09 0.31 -0.07
-0.09 -0.16 -0.08
0.17 0.08 -0.19
0.15 -0.09 0.09
0.96 0.05 -0.33
0.24 0.08 -0.36
0.15 0.23 0.34
-0.01 -0.34 -0.08
0.06 -0.98 -1.94
-1.13 -0.33 -0.50
0.53 -0.46 -0.31
0.89 0.65 -0.07
-0.44 0.11 -0.24
-0.62 -0.73 0.15
-0.11 0.16 0.27
0.65 0.51 -0.70
0.46 -0.04 0.13
-0.53 0.28 0.63
-0.62 -0.39 0.37
0.10 -0.13 0.06
-0.29 0.00 -0.04
-0.75 -0.66 0.15
0.10 -0.12 0.01
0.08 -0.03 0.20
-0.04 -0.09 0.11
0.03 -0.05 0.09
-0.10 -0.01 0.17
-0.01 -0.01 0.09
0.12 -0.51 -0.03
-0.05 0.34 -0.26
-0.32 -0.14 0.34

Results
Net charge: +2
LUMO energy (alpha / beta), eV: -6.4 / -9.2
Frontier orbital gap (alpha / beta), eV: 5.3947 / 3.7834
2S+1: 5
<S²>: 6.030